Computed, not measured: one molecule with the formula C4H7ClFN at a distorted geometry, with ωB97M-V/def2-TZVPD.

Last columns: bonded neighbours and bond lengths (Å).
Element x y z (Å)
1 C 1.654 1.341 1.370  N2 1.456, H8 1.084, H9 1.114, H10 1.130
2 N 0.635 0.418 1.850  C1 1.456, C3 1.441, H11 1.033
3 C -0.111 -0.334 0.873  N2 1.441, C4 1.489, C6 1.564, H12 1.131
4 C 0.470 -1.002 -0.324  C3 1.489, F5 1.354, C6 1.485, H13 1.073
5 F 1.770 -0.830 -0.662  C4 1.354
6 C -0.440 0.144 -0.579  C3 1.564, C4 1.485, Cl7 1.730, H14 1.095
7 Cl -2.031 -0.011 -1.241  C6 1.730
8 H 2.118 1.716 2.276  C1 1.084
9 H 2.368 0.757 0.745  C1 1.114
10 H 1.164 2.177 0.790  C1 1.130
11 H -0.054 0.909 2.443  N2 1.033
12 H -0.978 -0.866 1.368  C3 1.131
13 H 0.065 -1.938 -0.659  C4 1.073
14 H 0.034 1.079 -0.894  C6 1.095

Output
* total charge: 0
* ΔE to the lowest compared entry with this formula, charge and spin: 0.9534 eV
* E_tot: -771.36331 Eh
* spin multiplicity: 1
* structure (SMILES): CN[C@@H]1[C@H](F)[C@H]1Cl

How positive or negative is each atom? The Mulliken charges in e answer that:
1 C -0.7831
2 N -0.3790
3 C -0.2688
4 C -0.0659
5 F -0.2962
6 C -0.1107
7 Cl -0.2027
8 H 0.3171
9 H 0.2688
10 H 0.2562
11 H 0.2752
12 H 0.3370
13 H 0.3582
14 H 0.2939

=====

Computed, not measured: one molecule with the formula C4H7ClFNO at a distorted geometry, with ωB97M-V/def2-TZVPD.

Last columns: bonded neighbours and bond lengths (Å).
Element x y z (Å)
1 N 2.346 -0.187 -0.242  C2 1.469, H9 1.014, H10 1.032
2 C 1.307 -0.152 0.796  N1 1.469, C3 1.539, H11 1.077, H12 1.091
3 C 0.061 0.651 0.384  C2 1.539, C4 1.575, C7 1.541, O8 1.386
4 C -1.238 -0.131 -0.042  C3 1.575, F5 1.377, Cl6 1.899, H13 1.031
5 F -1.760 -0.680 1.107  C4 1.377
6 Cl -0.607 -1.525 -1.167  C4 1.899
7 C 0.053 2.116 0.861  C3 1.541, O8 1.454, H14 1.074, H15 1.121
8 O 0.244 1.690 -0.516  C3 1.386, C7 1.454
9 H 2.354 0.742 -0.650  N1 1.014
10 H 3.341 -0.314 0.001  N1 1.032
11 H 1.604 0.263 1.745  C2 1.077
12 H 1.104 -1.219 0.897  C2 1.091
13 H -1.978 0.340 -0.583  C4 1.031
14 H -0.798 2.759 0.990  C7 1.074
15 H 1.055 2.351 1.307  C7 1.121

Output
* total charge: 0
* ΔE to the lowest compared entry with this formula, charge and spin: 1.5256 eV
* E_tot: -846.58692 Eh
* spin multiplicity: 1
* structure (SMILES): NC[C@@]1([C@H](F)Cl)CO1

How positive or negative is each atom? The Mulliken charges in e answer that:
1 N -0.5276
2 C -0.9401
3 C 0.9729
4 C -0.1719
5 F -0.2358
6 Cl -0.1921
7 C -0.5631
8 O -0.4933
9 H 0.2334
10 H 0.2257
11 H 0.3616
12 H 0.3596
13 H 0.4189
14 H 0.3253
15 H 0.2264

=====

Computed, not measured: one molecule with the formula C4H7ClIN at a distorted geometry, with ωB97M-V/def2-TZVPD.

Last columns: bonded neighbours and bond lengths (Å).
Element x y z (Å)
1 C -2.010 -0.070 -1.520  N5 1.405, Cl6 1.636, I7 2.084
2 C 1.675 -0.805 0.621  C3 1.556, H8 1.125, H9 1.092, H10 1.104
3 C 0.477 0.083 1.066  C2 1.556, C4 1.620, H11 1.095, H12 1.086
4 C -0.048 0.887 -0.240  C3 1.620, N5 1.400, H13 1.108, H14 1.092
5 N -0.674 -0.032 -1.090  C1 1.405, C4 1.400
6 Cl -2.326 -1.212 -2.649  C1 1.636
7 I -3.481 1.009 -0.512  C1 2.084
8 H 1.809 -1.737 1.239  C2 1.125
9 H 1.367 -1.337 -0.281  C2 1.092
10 H 2.556 -0.151 0.498  C2 1.104
11 H 0.655 0.882 1.793  C3 1.095
12 H -0.189 -0.450 1.738  C3 1.086
13 H -0.638 1.738 0.153  C4 1.108
14 H 0.826 1.196 -0.816  C4 1.092

Output
* <S²>: 2.009
* total charge: 0
* E_tot: -969.07028 Eh
* spin multiplicity: 3

How positive or negative is each atom? The Mulliken charges in e answer that:
1 C 0.1648
2 C -1.0272
3 C -0.4608
4 C -0.5586
5 N -0.2916
6 Cl -0.1379
7 I 0.0975
8 H 0.3331
9 H 0.3179
10 H 0.2655
11 H 0.3447
12 H 0.3407
13 H 0.3437
14 H 0.2683

=====

Computed, not measured: one molecule with the formula C4H7ClN2 at a distorted geometry, with ωB97M-V/def2-TZVPD.

Last columns: bonded neighbours and bond lengths (Å).
Element x y z (Å)
1 Cl 2.177 -1.015 -0.382  C2 1.746
2 C 1.575 0.448 0.355  Cl1 1.746, C3 1.540, H8 1.104, H9 1.085
3 C 0.038 0.467 0.461  C2 1.540, C4 1.527, N7 1.471, H10 1.115
4 C -0.753 0.502 -0.844  C3 1.527, C5 1.528, H11 1.118, H12 1.069
5 C -1.433 -0.865 -0.776  C4 1.528, N6 1.280, H13 1.087
6 N -1.254 -1.462 0.342  C5 1.280, N7 1.358
7 N -0.502 -0.699 1.178  C3 1.471, N6 1.358, H14 0.998
8 H 1.910 1.333 -0.214  C2 1.104
9 H 2.048 0.506 1.330  C2 1.085
10 H -0.268 1.364 1.049  C3 1.115
11 H -0.149 0.767 -1.747  C4 1.118
12 H -1.529 1.237 -0.831  C4 1.069
13 H -1.995 -1.299 -1.599  C5 1.087
14 H 0.133 -1.284 1.679  N7 0.998

Output
* total charge: 0
* ΔE to the lowest compared entry with this formula, charge and spin: 1.6759 eV
* E_tot: -726.27896 Eh
* spin multiplicity: 1
* structure (SMILES): ClC[C@H]1CC=NN1

How positive or negative is each atom? The Mulliken charges in e answer that:
1 Cl -0.1748
2 C -0.6990
3 C -0.0226
4 C -0.5883
5 C -0.1318
6 N -0.5600
7 N -0.1315
8 H 0.3734
9 H 0.3659
10 H 0.2446
11 H 0.2804
12 H 0.3098
13 H 0.4113
14 H 0.3227

=====

Computed, not measured: one molecule with the formula C4H7ClN2 at a distorted geometry, with ωB97M-V/def2-TZVPD.

Last columns: bonded neighbours and bond lengths (Å).
Element x y z (Å)
1 C -0.952 -0.893 -1.495  C2 1.504, H8 1.088, H9 1.087, H10 1.088
2 C -0.763 -0.477 -0.062  C1 1.504, N3 1.471, C5 1.699, H11 1.089
3 N -0.363 -1.531 0.883  C2 1.471, N4 1.236
4 N 0.753 -1.105 1.202  N3 1.236, C5 1.479
5 C 0.759 0.130 0.388  C2 1.699, N4 1.479, C6 1.505, Cl7 1.762
6 C 0.789 1.424 1.156  C5 1.505, H12 1.090, H13 1.092, H14 1.091
7 Cl 1.971 0.092 -0.890  C5 1.762
8 H -0.097 -1.469 -1.844  C1 1.088
9 H -1.063 -0.008 -2.116  C1 1.087
10 H -1.847 -1.506 -1.583  C1 1.088
11 H -1.586 0.121 0.327  C2 1.089
12 H 1.806 1.624 1.496  C6 1.090
13 H 0.134 1.359 2.027  C6 1.092
14 H 0.460 2.239 0.511  C6 1.091

Output
* total charge: 0
* ΔE to the lowest compared entry with this formula, charge and spin: 2.5205 eV
* E_tot: -726.24792 Eh
* spin multiplicity: 1
* structure (SMILES): C[C@H]1N=N[C@@]1(C)Cl

How positive or negative is each atom? The Mulliken charges in e answer that:
1 C -1.2759
2 C 0.1079
3 N -0.2973
4 N -0.2704
5 C 0.8036
6 C -1.2450
7 Cl -0.2105
8 H 0.3553
9 H 0.2880
10 H 0.3656
11 H 0.3817
12 H 0.3595
13 H 0.3486
14 H 0.2890

=====

Computed, not measured: one molecule with the formula C4H7ClN2 at a distorted geometry, with ωB97M-V/def2-TZVPD.

Last columns: bonded neighbours and bond lengths (Å).
Element x y z (Å)
1 C 2.294 -0.615 -0.486  N2 1.272, H8 1.089, H9 1.093
2 N 1.595 0.447 -0.466  C1 1.272, N3 1.362
3 N 0.466 0.460 0.295  N2 1.362, C4 1.470, C7 1.462
4 C -0.394 -0.717 0.485  N3 1.470, C5 1.526, H10 1.112, H11 1.109
5 C -1.597 0.222 0.445  C4 1.526, Cl6 1.765, C7 1.543, H12 1.102
6 Cl -2.996 -0.278 -0.508  C5 1.765
7 C -0.654 1.273 -0.178  N3 1.462, C5 1.543, H13 1.112, H14 1.109
8 H 2.045 -1.538 0.035  C1 1.089
9 H 3.223 -0.593 -1.061  C1 1.093
10 H -0.374 -1.412 -0.382  C4 1.112
11 H -0.190 -1.307 1.401  C4 1.109
12 H -1.945 0.489 1.456  C5 1.102
13 H -0.718 2.298 0.247  C7 1.112
14 H -0.755 1.270 -1.282  C7 1.109

Output
* total charge: 0
* ΔE to the lowest compared entry with this formula, charge and spin: 2.6801 eV
* E_tot: -726.24205 Eh
* spin multiplicity: 1
* structure (SMILES): C=NN1CC(Cl)C1

How positive or negative is each atom? The Mulliken charges in e answer that:
1 C -0.3152
2 N -0.6824
3 N 0.3335
4 C -0.7954
5 C 0.1839
6 Cl -0.2112
7 C -0.5972
8 H 0.2882
9 H 0.2757
10 H 0.4101
11 H 0.2424
12 H 0.2964
13 H 0.2411
14 H 0.3301

=====

Computed, not measured: one molecule with the formula C4H7ClN2 at a distorted geometry, with ωB97M-V/def2-TZVPD.

Last columns: bonded neighbours and bond lengths (Å).
Element x y z (Å)
1 Cl -3.913 -0.007 -0.227  N2 1.728
2 N -2.187 0.067 -0.275  Cl1 1.728, C3 1.408, N7 1.395
3 C -1.409 -0.756 0.562  N2 1.408, C4 1.481, N7 1.440, H8 1.044
4 C -0.014 -1.037 0.152  C3 1.481, C5 1.556, H9 1.149, H10 1.080
5 C 0.474 0.217 -0.630  C4 1.556, C6 1.602, H11 1.071, H12 1.093
6 C -0.320 1.348 0.182  C5 1.602, N7 1.461, H13 1.092, H14 1.133
7 N -1.475 0.668 0.763  N2 1.395, C3 1.440, C6 1.461
8 H -1.815 -1.397 1.280  C3 1.044
9 H -0.122 -1.972 -0.507  C4 1.149
10 H 0.589 -1.185 1.035  C4 1.080
11 H 1.496 0.492 -0.793  C5 1.071
12 H 0.055 0.197 -1.639  C5 1.093
13 H 0.256 1.713 1.035  C6 1.092
14 H -0.870 2.053 -0.514  C6 1.133

Output
* total charge: 0
* ΔE to the lowest compared entry with this formula, charge and spin: 3.9726 eV
* E_tot: -726.19455 Eh
* spin multiplicity: 1
* structure (SMILES): ClN1[C@H]2CCCN21

How positive or negative is each atom? The Mulliken charges in e answer that:
1 Cl -0.1314
2 N -0.2657
3 C 0.2060
4 C -0.6147
5 C -0.7154
6 C -0.5213
7 N -0.3113
8 H 0.4168
9 H 0.2917
10 H 0.3327
11 H 0.4171
12 H 0.2406
13 H 0.3129
14 H 0.3421

=====

Computed, not measured: one molecule with the formula C4H7ClN2 at a distorted geometry, with ωB97M-V/def2-TZVPD.

Last columns: bonded neighbours and bond lengths (Å).
Element x y z (Å)
1 C -1.634 1.082 -0.232  C2 1.526, H8 1.123, H9 1.149, H10 1.073
2 C -0.826 -0.154 0.153  C1 1.526, N3 1.505, C5 1.578, H11 1.053
3 N -1.021 -1.362 -0.723  C2 1.505, N4 1.244
4 N 0.150 -1.404 -1.141  N3 1.244, C5 1.482
5 C 0.673 -0.281 -0.326  C2 1.578, N4 1.482, C6 1.498, Cl7 1.871
6 C 1.793 -0.587 0.621  C5 1.498, H12 1.141, H13 1.189, H14 1.150
7 Cl 1.026 1.051 -1.591  C5 1.871
8 H -2.184 1.037 -1.210  C1 1.123
9 H -0.846 1.849 0.099  C1 1.149
10 H -2.521 1.203 0.360  C1 1.073
11 H -0.833 -0.429 1.169  C2 1.053
12 H 2.481 -1.409 0.229  C6 1.141
13 H 1.301 -0.906 1.655  C6 1.189
14 H 2.439 0.310 0.936  C6 1.150

Output
* total charge: 0
* ΔE to the lowest compared entry with this formula, charge and spin: 3.4534 eV
* E_tot: -726.21364 Eh
* spin multiplicity: 1
* structure (SMILES): C[C@H]1N=N[C@@]1(C)Cl

How positive or negative is each atom? The Mulliken charges in e answer that:
1 C -1.2149
2 C -0.1898
3 N -0.2979
4 N -0.3411
5 C 1.0640
6 C -1.0482
7 Cl -0.2332
8 H 0.2923
9 H 0.3072
10 H 0.3952
11 H 0.4211
12 H 0.3047
13 H 0.2630
14 H 0.2778

=====

Computed, not measured: one molecule with the formula C4H7ClN2 at a distorted geometry, with ωB97M-V/def2-TZVPD.

Last columns: bonded neighbours and bond lengths (Å).
Element x y z (Å)
1 C -1.207 1.806 -0.065  C2 1.374, C3 1.344, H8 1.157
2 C -0.748 0.532 0.169  C1 1.374, N6 1.299, H9 1.197
3 C -2.524 1.985 0.131  C1 1.344, Cl7 1.758, H10 1.089
4 C 0.707 -1.348 0.049  N6 1.507, H11 1.163, H12 1.065, H13 1.130
5 N 0.865 0.666 -1.407  N6 1.310, H14 0.986
6 N 0.284 0.016 -0.429  C2 1.299, C4 1.507, N5 1.310
7 Cl -3.559 3.385 -0.121  C3 1.758
8 H -0.524 2.541 -0.642  C1 1.157
9 H -1.219 -0.050 1.103  C2 1.197
10 H -2.870 1.122 0.697  C3 1.089
11 H -0.195 -2.047 0.276  C4 1.163
12 H 1.159 -1.892 -0.747  C4 1.065
13 H 1.509 -1.252 0.838  C4 1.130
14 H 1.407 -0.003 -1.887  N5 0.986

Output
* <S²>: 2.022
* total charge: 0
* ΔE to the lowest compared entry with this formula, charge and spin: 0.9936 eV
* E_tot: -726.11881 Eh
* spin multiplicity: 3

How positive or negative is each atom? The Mulliken charges in e answer that:
1 C 0.0546
2 C -0.2519
3 C -0.3975
4 C -0.8917
5 N -0.8612
6 N 0.5869
7 Cl -0.1860
8 H 0.2980
9 H 0.1945
10 H 0.2799
11 H 0.3060
12 H 0.3519
13 H 0.2752
14 H 0.2412

=====

Computed, not measured: a 2-piece molecular cluster, C4H7ClN2OS overall at a distorted geometry, with ωB97M-V/def2-TZVPD.

Last columns: bonded neighbours and bond lengths (Å).
Element x y z (Å)
1 C -0.865 1.729 0.205  C4 1.453, N5 1.271, H10 1.140
2 C 1.028 -0.179 -0.776  N6 1.199, H11 0.974
3 C 2.176 -1.814 0.651  N6 1.441, H12 1.167, H13 1.200, H14 1.124
4 C -1.121 0.652 -0.737  C1 1.453, S8 1.814, H15 1.116
5 N -0.877 2.961 -0.105  C1 1.271, H16 1.003
6 N 1.140 -0.961 0.125  C2 1.199, C3 1.441
7 O -1.951 -1.736 -0.948  S8 1.404
8 S -1.817 -0.804 0.093  C4 1.814, O7 1.404, Cl9 2.047
9 Cl -3.698 -0.109 0.500  S8 2.047
10 H -0.799 1.439 1.306  C1 1.140
11 H 1.495 0.335 -1.458  C2 0.974
12 H 2.936 -1.094 1.165  C3 1.167
13 H 2.851 -2.370 -0.170  C3 1.200
14 H 1.566 -2.405 1.388  C3 1.124
15 H -1.426 0.692 -1.809  C4 1.116
16 H -0.638 3.664 0.570  N5 1.003

Output
* total charge: 0
* ΔE to the lowest compared entry with this formula, charge and spin: 3.6269 eV
* E_tot: -1199.55317 Eh
* spin multiplicity: 1

How positive or negative is each atom? The Mulliken charges in e answer that:
1 C 0.1563
2 C -0.0958
3 C -0.7473
4 C -0.6044
5 N -0.6641
6 N -0.1512
7 O -0.5109
8 S 0.5470
9 Cl -0.2551
10 H 0.3089
11 H 0.5052
12 H 0.2817
13 H 0.2698
14 H 0.2845
15 H 0.4240
16 H 0.2514

=====

Computed, not measured: one molecule with the formula C4H7ClN2S at a distorted geometry, with ωB97M-V/def2-TZVPD.

Last columns: bonded neighbours and bond lengths (Å).
Element x y z (Å)
1 C 0.572 1.542 0.115  C2 1.432, H9 1.247, H10 1.240, H11 1.213
2 C 1.282 0.299 0.149  C1 1.432, C3 1.340, S5 1.691
3 C 2.564 0.290 -0.240  C2 1.340, Cl4 1.908, H12 1.057
4 Cl 3.393 -1.427 -0.333  C3 1.908
5 S 0.684 -0.933 1.141  C2 1.691, C6 1.724
6 C -0.989 -0.968 0.726  S5 1.724, N7 1.341, H13 1.170
7 N -1.424 -0.895 -0.540  C6 1.341, N8 1.390
8 N -2.805 -0.964 -0.686  N7 1.390, H14 1.081, H15 1.084
9 H 0.159 1.696 1.281  C1 1.247
10 H -0.257 1.699 -0.793  C1 1.240
11 H 1.434 2.363 -0.117  C1 1.213
12 H 3.181 1.009 -0.709  C3 1.057
13 H -1.669 -1.001 1.677  C6 1.170
14 H -3.098 -1.674 0.076  N8 1.081
15 H -3.028 -1.035 -1.745  N8 1.084

Output
* total charge: 0
* ΔE to the lowest compared entry with this formula, charge and spin: 3.9321 eV
* E_tot: -1124.35858 Eh
* spin multiplicity: 1
* structure (SMILES): C/C(=C/Cl)S/C=N/N

How positive or negative is each atom? The Mulliken charges in e answer that:
1 C -0.9618
2 C 0.5729
3 C -0.5297
4 Cl -0.2556
5 S -0.1073
6 C -0.0761
7 N -0.1459
8 N -0.5616
9 H 0.2486
10 H 0.2285
11 H 0.3057
12 H 0.4174
13 H 0.3041
14 H 0.2851
15 H 0.2756

=====

Computed, not measured: one molecule with the formula C4H7ClN2S at a distorted geometry, with ωB97M-V/def2-TZVPD.

Last columns: bonded neighbours and bond lengths (Å).
Element x y z (Å)
1 C -1.007 0.315 -1.338  N2 1.398, H9 1.025, H10 1.014, H11 1.108
2 N -0.326 1.512 -1.094  C1 1.398, C3 1.285
3 C 0.735 1.405 -0.377  N2 1.285, N4 1.419, H12 1.126
4 N 1.249 0.110 -0.108  C3 1.419, C5 1.298, H13 1.009
5 C 0.936 -0.797 0.766  N4 1.298, S6 1.651, C7 1.539
6 S 1.929 -2.081 1.068  C5 1.651
7 C -0.422 -0.614 1.468  C5 1.539, Cl8 1.772, H14 1.173, H15 1.181
8 Cl -1.592 -1.934 1.293  C7 1.772
9 H -0.371 -0.487 -1.289  C1 1.025
10 H -1.501 0.491 -2.206  C1 1.014
11 H -1.876 0.121 -0.679  C1 1.108
12 H 1.535 2.146 -0.096  C3 1.126
13 H 2.041 -0.122 -0.689  N4 1.009
14 H -1.023 0.079 0.737  C7 1.173
15 H -0.306 -0.145 2.545  C7 1.181

Output
* total charge: 0
* ΔE to the lowest compared entry with this formula, charge and spin: 2.3859 eV
* E_tot: -1124.41541 Eh
* spin multiplicity: 1
* structure (SMILES): C/N=C\NC(=S)CCl

How positive or negative is each atom? The Mulliken charges in e answer that:
1 C -1.0293
2 N -0.4513
3 C 0.0818
4 N -0.2811
5 C 0.2772
6 S -0.3272
7 C -0.2074
8 Cl -0.1485
9 H 0.4726
10 H 0.3898
11 H 0.3765
12 H 0.3540
13 H 0.1825
14 H -0.0199
15 H 0.3304